Molecular formula: C3H9NO3
Method: DFT, ωB97M-V/def2-TZVPD

CARTESIAN COORDINATES (ANGSTROEM)
C1 -0.12550 -0.10809 -1.67310
N1 -0.25146 0.36752 -0.25547
C2 -0.52724 -0.84164 0.61624
O1 -0.16813 -0.55555 1.97615
O2 -1.27238 -1.79451 0.29060
C3 0.75739 -1.26363 -2.00922
H1 -1.05452 -0.52051 -1.92132
H2 -0.04380 0.88467 -2.20252
H3 0.58144 0.81790 0.15546
H4 -0.17397 0.39454 2.00010
H5 1.07792 -2.06145 -1.49363
H6 1.57850 -0.84134 -2.54873
H7 0.18347 -1.83476 -2.80462
H8 0.43122 2.21948 3.76296
H9 -0.95676 2.50302 3.10344
O3 -0.03619 2.63436 3.00366

Computed properties:
E_tot ... -10888.39918 eV
Total charge ... 0
Molecular weight ... 107.1 g mol⁻¹
Structure (SMILES) ... CCNC(=O)O.O
Lowest unoccupied orbital energy ... 0.471 eV
HOMO ... -0.37773 hartree
Relative energy (zero: lowest compared OMol25 entry of this formula, charge and spin) ... 50.3 kcal per mole
Orbital gap ... 10.75 eV